(a)
Entry from the OMol25 dataset: C5H11N4S as an isolated structure (ωB97M-V with the def2-TZVPD basis set).

Each line ends with the natural charge from an NBO analysis.
Positions of all 21 atoms, in Å:
C -1.667 -1.563 -0.229  -0.50
C -1.063 -0.426 0.127  0.21
C -2.980 0.560 0.177  0.11
C -4.084 1.545 0.259  -0.69
C 1.004 -0.018 0.291  0.58
N -1.721 0.836 0.279  -0.52
N 1.118 1.240 0.050  -0.77
N 1.868 -0.913 0.520  -0.76
N 4.511 -0.866 -0.489  -1.14
S -3.347 -1.119 -0.143  0.46
H -1.330 -2.595 -0.222  0.28
H -4.291 1.929 -0.846  0.26
H -4.995 0.978 0.574  0.26
H -3.786 2.561 0.573  0.28
H 0.251 1.825 0.032  0.46
H 2.056 1.764 -0.080  0.43
H 2.830 -0.848 0.266  0.45
H 1.395 -1.751 0.687  0.42
H 4.079 -1.606 -1.134  0.39
H 5.053 -0.050 -0.803  0.41
H 5.099 -1.486 0.112  0.39

## Properties
Net charge: +1
Kohn-Sham gap in eV: 9.86
LUMO level in eV: -3.1

=====

(b)
Entry from the OMol25 dataset: an isolated ion of composition C5H11N4S and charge +1 (ωB97M-V with the def2-TZVPD basis set).

Each line ends with the natural charge from an NBO analysis.
Positions of all 21 atoms, in Å:
C 0.234 0.499 2.359  -0.62
C 0.294 0.390 0.811  -0.25
C 0.857 -0.726 0.273  0.18
N 0.553 -1.132 -0.934  -0.18
N 1.032 -2.214 -1.673  -0.62
C -0.590 -0.387 -1.714  0.00
S -2.168 -1.364 -1.495  -0.06
N -0.679 0.961 -1.331  -0.58
C -0.473 1.261 -0.002  0.51
N -0.850 2.413 0.568  -0.75
H -0.668 0.979 2.805  0.23
H 1.078 1.110 2.614  0.22
H 0.295 -0.391 2.821  0.23
H 1.492 -1.358 0.713  0.22
H 1.999 -2.391 -1.515  0.38
H 0.561 -3.067 -1.365  0.38
H -0.490 -0.422 -2.891  0.27
H -2.226 -1.900 -2.745  0.16
H -1.376 1.583 -1.698  0.43
H -0.442 2.733 1.395  0.43
H -1.747 2.781 0.265  0.41

## Properties
Structure (SMILES): CC1=CN(N)[C@@H](S)NC1=[NH2+]
Net charge: +1
Kohn-Sham gap in eV: 8.56
LUMO level in eV: -3.8

=====

The structure with the greatest stability is (b).

=====

(a)
Entry from the OMol25 dataset: H39O20 as an isolated structure (ωB97M-V with the def2-TZVPD basis set).

Each line ends with the natural charge from an NBO analysis.
Positions of all 59 atoms, in Å:
O -0.493 -0.481 2.904  -0.97
H 1.452 3.606 2.922  0.47
O -4.791 -2.182 2.250  -0.98
H -4.078 -2.156 1.543  0.49
H -4.994 -1.252 2.722  0.50
O 5.139 -0.744 -1.869  -0.92
H 3.073 3.378 -1.238  0.46
H 5.041 0.165 -1.697  0.48
O 2.812 1.622 0.615  -1.02
H 2.026 2.222 0.349  0.51
H 0.058 1.745 -1.078  0.51
O 0.703 2.806 -0.578  -1.11
H -1.225 -5.409 -2.468  0.46
H 4.890 -1.218 -1.206  0.46
O 3.505 -0.505 -3.966  -0.96
H -0.153 -0.024 2.092  0.49
H 3.335 2.153 1.153  0.45
O -5.590 -1.837 -0.597  -0.97
H -4.828 -2.452 -0.485  0.48
H -5.322 -0.960 -1.018  0.49
O -0.251 -0.222 -4.433  -0.98
H 3.682 -0.369 -3.026  0.48
H -2.785 0.421 -0.829  0.49
O 2.630 -0.285 4.059  -0.97
H 1.695 -0.342 3.907  0.50
H 3.087 0.358 3.512  0.47
O -0.503 0.810 -1.739  -1.19
H -0.281 1.000 -2.678  0.49
H -2.086 -0.878 -1.216  0.50
O -1.980 -5.432 -1.841  -0.90
H 0.742 -0.796 0.023  0.48
H -1.369 -5.881 -1.274  0.45
O 1.463 3.924 2.054  -0.92
H -3.740 0.024 1.272  0.48
H 4.161 -1.173 -4.206  0.47
O -0.174 -1.143 -0.014  -1.00
H -0.636 -0.454 -0.540  0.52
H -0.399 -0.673 -3.546  0.50
O 2.823 4.274 -1.165  -0.96
H 0.716 -0.171 -4.530  0.48
H 1.889 4.211 -1.433  0.50
O -2.506 3.038 -1.254  -0.97
H -2.120 2.206 -1.618  0.48
H -1.525 3.391 -0.910  0.47
O -0.419 -2.544 -2.191  -1.04
H 0.194 -2.719 -2.950  0.50
H -2.846 -1.698 4.372  0.47
O -3.132 0.326 1.917  -0.95
H -0.231 -2.353 -1.271  0.52
H -3.345 1.336 2.047  0.47
O -2.931 -0.536 -0.654  -0.99
H 0.225 3.278 -0.161  0.41
H 1.901 3.528 1.477  0.45
O 5.731 0.445 1.483  -0.96
H 5.291 1.031 0.822  0.48
H 5.115 -0.198 1.820  0.48
O -2.557 -1.407 5.259  -0.94
H -1.867 -0.915 4.882  0.47
H -0.577 -1.358 2.531  0.48

## Properties
Net charge: -1
Kohn-Sham gap in eV: 9.39
LUMO level in eV: 1.9

=====

(b)
Entry from the OMol25 dataset: a 20-piece molecular cluster, H39O20 overall (ωB97M-V with the def2-TZVPD basis set).

Each line ends with the natural charge from an NBO analysis.
Positions of all 59 atoms, in Å:
O -0.150 2.391 0.474  -0.99
H 1.602 -4.171 -3.256  0.46
O 2.547 2.353 2.320  -0.96
H 2.617 2.692 3.200  0.47
H 2.120 1.521 2.329  0.49
O -3.074 1.453 1.376  -0.95
H -3.458 -1.846 0.197  0.47
H -2.630 1.482 2.238  0.45
O 3.085 2.904 -3.158  -0.95
H 3.997 2.660 -2.972  0.47
H -0.525 -3.437 2.647  0.44
O -0.221 -2.780 1.959  -1.24
H 0.059 3.062 1.120  0.45
H -2.392 0.847 1.020  0.50
O -1.468 3.455 3.243  -0.97
H 0.079 1.554 0.953  0.50
H 2.968 3.810 -2.841  0.48
O -0.766 -2.962 -2.476  -0.96
H -1.370 -3.677 -2.311  0.48
H 0.041 -3.115 -2.003  0.51
O -2.245 3.570 -1.339  -0.99
H -0.817 3.845 2.681  0.48
H -0.847 -0.343 -3.774  0.45
O 0.322 -4.757 0.595  -1.00
H 0.387 -4.750 -0.371  0.43
H -0.255 -3.932 0.746  0.52
O -5.807 -0.908 -1.175  -0.93
H -5.866 -0.004 -1.552  0.46
H -5.065 -1.103 -1.763  0.47
O 0.699 -0.023 1.406  -1.02
H 3.436 4.644 1.612  0.48
H 0.198 -0.574 0.832  0.49
O 2.362 -4.083 -2.656  -0.95
H 3.244 0.244 0.232  0.47
H -2.227 2.970 2.932  0.49
O 3.047 5.221 0.974  -0.96
H 2.148 5.017 0.780  0.48
H -2.915 2.909 -1.250  0.48
O -3.562 -0.896 0.308  -0.96
H -1.380 3.361 -1.025  0.50
H -4.263 -0.684 0.943  0.49
O 2.837 -3.876 2.664  -0.96
H 2.021 -3.890 1.991  0.50
H 3.149 -3.030 2.376  0.46
O -1.064 -0.731 2.991  -1.06
H -1.319 -0.779 3.906  0.46
H -0.868 -1.635 2.540  0.51
O 3.992 -0.354 0.226  -0.93
H 0.419 -0.226 2.345  0.53
H 4.608 0.256 -0.147  0.46
O -1.263 -1.091 -4.159  -0.99
H -1.082 -1.814 -3.492  0.49
H 1.984 -3.942 -1.768  0.48
O 1.091 -2.621 -0.607  -0.98
H 1.103 -1.652 -0.456  0.49
H 1.599 -2.925 0.139  0.51
O -0.109 3.859 -3.905  -0.94
H -1.025 3.554 -3.947  0.47
H 0.273 2.980 -3.895  0.47

## Properties
Net charge: -1
Kohn-Sham gap in eV: 8.20
LUMO level in eV: 2.0

=====

The structure with the greatest stability is (b).

=====

(a)
Entry from the OMol25 dataset: H39O20 as an isolated structure (ωB97M-V with the def2-TZVPD basis set).

Each line ends with the natural charge from an NBO analysis.
Positions of all 59 atoms, in Å:
O 1.335 -1.277 0.492  -1.03
H -3.622 -2.062 -0.387  0.49
O 2.314 1.191 0.212  -0.93
H 1.999 1.941 0.598  0.46
H 1.706 0.556 0.395  0.49
O 0.254 -2.440 4.916  -1.01
H -3.078 -1.405 -1.982  0.51
H -0.425 -2.008 5.434  0.47
O -1.031 -4.223 3.019  -0.95
H -0.603 -3.942 3.825  0.48
H -2.720 -1.483 2.210  0.47
O -2.329 -0.648 2.060  -1.10
H -0.505 2.387 2.377  0.49
H 0.148 -2.012 3.944  0.51
O 3.248 0.795 -4.353  -1.00
H 2.112 -1.888 0.674  0.47
H -0.596 -3.724 2.416  0.46
O -0.144 1.305 -0.282  -0.95
H -0.526 1.013 0.545  0.47
H -0.284 0.516 -0.920  0.48
O 2.833 2.122 -2.024  -0.98
H 3.335 1.368 -3.582  0.45
H -3.399 2.143 -3.896  0.45
O 0.805 0.295 4.512  -0.98
H 1.164 -0.376 3.849  0.48
H 0.402 1.029 4.110  0.48
O 0.208 4.119 -1.292  -0.92
H 1.087 3.836 -1.581  0.47
H 0.322 5.137 -1.215  0.45
O -0.936 1.842 3.021  -1.00
H -2.319 4.604 1.256  0.49
H -1.482 1.107 2.723  0.52
O -3.702 -2.830 -0.989  -0.95
H 5.780 0.503 -2.197  0.44
H 2.848 -0.046 -3.974  0.48
O -1.385 4.469 1.178  -0.97
H -0.757 5.237 1.105  0.49
H 2.006 1.681 -1.493  0.51
O -3.335 -1.284 -2.964  -0.99
H 2.058 2.223 -2.612  0.46
H -4.240 -1.486 -2.744  0.46
O 2.574 -1.585 -3.481  -0.94
H 2.169 -1.677 -2.619  0.49
H 3.513 -1.761 -3.407  0.50
O -0.298 -3.512 -0.215  -0.97
H 0.014 -2.618 0.099  0.49
H -1.214 -0.948 2.200  0.49
O 5.252 0.264 -2.983  -0.92
H 0.362 -3.622 -0.961  0.46
H 4.742 1.011 -2.756  0.47
O -2.525 1.692 -3.896  -0.96
H -2.977 0.792 -3.549  0.50
H -3.349 -3.484 -0.546  0.46
O -2.864 -0.322 -0.439  -1.05
H -2.757 -0.248 0.580  0.52
H -2.269 0.217 -0.945  0.48
O -0.040 -1.037 2.462  -1.09
H 0.166 -0.169 2.647  0.46
H 0.955 -1.280 1.426  0.50

## Properties
Net charge: -1
Kohn-Sham gap in eV: 9.68
LUMO level in eV: 2.0

=====

(b)
Entry from the OMol25 dataset: a 20-piece molecular cluster, H39O20 overall (ωB97M-V with the def2-TZVPD basis set).

Each line ends with the natural charge from an NBO analysis.
Positions of all 59 atoms, in Å:
O 2.569 0.956 -0.256  -1.01
H 1.437 -5.393 0.413  0.47
O 3.547 3.806 -2.118  -0.97
H 3.816 2.951 -2.463  0.49
H 3.637 3.779 -1.160  0.48
O -1.372 -2.391 4.298  -0.99
H -1.875 -4.543 -1.849  0.47
H -0.916 -1.577 3.977  0.50
O 0.140 -4.369 1.991  -0.96
H 0.531 -3.681 1.393  0.49
H -0.929 -2.431 0.553  0.47
O -0.336 -1.704 0.288  -0.96
H -0.796 5.734 -1.443  0.48
H -1.037 -2.842 5.105  0.49
O -3.514 0.057 4.068  -0.97
H 1.811 0.470 0.126  0.51
H -0.699 -4.594 1.706  0.47
O -0.443 3.377 -3.191  -0.99
H -0.289 3.486 -2.264  0.50
H -1.040 2.718 -3.511  0.49
O -3.856 3.019 0.477  -0.97
H -2.854 -0.640 4.252  0.49
H 0.253 -0.511 -3.534  0.46
O 3.806 -0.330 2.605  -0.96
H 3.716 0.407 1.980  0.49
H 3.507 -0.012 3.522  0.47
O -2.492 -1.012 -1.904  -1.03
H -2.882 -0.472 -1.261  0.47
H -1.710 -0.538 -2.341  0.53
O -0.825 5.236 -0.630  -0.97
H -0.004 0.502 -2.319  0.51
H -1.535 4.576 -0.585  0.49
O 1.587 -5.369 -0.563  -0.95
H 2.576 0.305 -2.048  0.51
H -3.761 0.098 3.125  0.48
O 0.060 0.847 -1.026  -1.21
H -0.425 0.309 -0.470  0.42
H -4.839 2.833 0.605  0.48
O -1.701 -3.985 -1.126  -0.98
H -3.341 2.869 1.284  0.50
H -1.554 -3.097 -1.495  0.50
O -2.211 -1.713 -4.562  -0.94
H -1.819 -0.939 -4.957  0.48
H -3.039 -1.431 -4.292  0.46
O -1.422 1.271 1.708  -0.99
H -1.343 0.347 1.745  0.47
H 4.330 2.986 1.380  0.47
O 2.831 0.719 -2.951  -1.01
H -1.043 1.625 0.852  0.51
H 2.118 1.202 -3.375  0.49
O -0.454 0.114 -3.344  -1.11
H -0.684 -1.489 -0.552  0.48
H 0.738 -4.953 -0.763  0.47
O 1.266 -1.889 4.397  -0.96
H 1.989 -2.119 3.808  0.50
H 1.540 -1.788 5.288  0.47
O 3.984 3.839 1.232  -0.96
H 3.026 3.794 1.126  0.49
H 2.223 1.577 -0.953  0.51

## Properties
Net charge: -1
Kohn-Sham gap in eV: 8.35
LUMO level in eV: 2.0

=====

The structure with the greatest stability is (b).